Entry 1:
The following is a DFT calculation (ωB97M-V/def2-TZVPD) of a molecular structure, C18H30CdClNO5Si.

XYZ file:
```
57
C18H30CdClNO5Si ωB97M-V/def2-TZVPD
Cd -0.47 -0.55 0.24
O 0.48 3.76 -0.73
C -0.04 2.64 -0.22
O -0.31 1.68 -0.90
C -0.26 2.79 1.26
O -0.76 1.60 1.83
C 0.11 1.09 2.85
C 1.47 0.68 2.27
O 2.47 0.89 2.94
O 1.42 0.17 1.09
H 0.60 3.63 -1.68
H -0.98 3.60 1.40
H 0.68 3.10 1.71
H -0.39 0.22 3.26
H 0.26 1.83 3.64
Cl 0.84 -6.46 0.35
C 1.55 -4.88 0.29
C 2.92 -4.72 0.34
C 3.43 -3.43 0.30
C 2.56 -2.36 0.21
N 1.23 -2.53 0.15
C 0.74 -3.76 0.20
H 3.57 -5.59 0.42
H 4.50 -3.26 0.36
H 2.90 -1.34 0.21
H -0.34 -3.86 0.17
C -2.92 -3.26 0.88
Si -2.70 -1.67 -0.12
C -2.90 -2.16 -1.96
C -1.60 -2.84 -2.42
C -4.05 -3.15 -2.15
C -3.13 -0.93 -2.84
C -4.01 -0.44 0.55
C -3.80 -0.36 2.07
C -3.83 0.97 -0.03
C -5.44 -0.92 0.27
H -3.98 -3.44 1.06
H -2.41 -3.20 1.85
H -2.53 -4.14 0.35
H -1.39 -3.76 -1.85
H -0.73 -2.19 -2.32
H -1.68 -3.13 -3.48
H -3.89 -4.07 -1.59
H -4.14 -3.42 -3.21
H -5.01 -2.73 -1.84
H -2.36 -0.17 -2.70
H -4.10 -0.47 -2.64
H -3.12 -1.22 -3.90
H -2.79 0.00 2.31
H -3.94 -1.33 2.56
H -4.51 0.35 2.50
H -2.82 1.35 0.16
H -4.54 1.65 0.44
H -4.00 1.00 -1.11
H -5.63 -1.91 0.68
H -5.66 -0.94 -0.80
H -6.15 -0.23 0.74
```

Computed properties:
Orbital gap ... 8.69 eV
LUMO ... 0.42 eV
Charge ... 0
Largest force on an atom ... 0.29 eV/A
ΔE to the lowest compared entry with this formula, charge and spin ... 0.0 kJ/mol
E_HOMO ... -8.27 eV
Energy ... -55846.5267 eV



Entry 2:
The following is a DFT calculation (ωB97M-V/def2-TZVPD) of 3 unconnected molecules or ions with the total composition C18H30F3NO8S3 in a non-equilibrium geometry.

XYZ file:
```
63
C18H30F3NO8S3 ωB97M-V/def2-TZVPD
C 2.97 0.64 1.03
C 1.55 0.36 0.55
C 1.07 -1.03 0.88
O 1.82 -1.90 1.20
O -0.27 -1.33 0.85
C -1.03 -0.51 -0.03
C -2.48 -1.01 -0.07
C -3.53 0.07 -0.37
N -4.81 -0.63 -0.63
C -3.36 0.97 -1.61
S -1.90 2.09 -1.70
O -4.46 1.88 -1.45
C -4.34 2.31 -0.15
O -4.55 3.40 0.24
C -3.80 1.13 0.71
C -4.76 0.71 1.82
F -6.00 1.11 1.59
F -4.78 -0.59 2.03
F -4.38 1.26 2.97
H 3.71 0.25 0.33
H 3.10 1.71 1.05
H 3.17 0.29 2.04
H 1.49 0.56 -0.52
H 0.86 1.08 1.01
H -0.64 -0.51 -1.05
H -1.04 0.51 0.34
H -2.61 -1.86 -0.74
H -2.70 -1.38 0.93
H -4.93 -0.80 -1.62
H -4.82 -1.52 -0.14
H -3.36 0.40 -2.54
H -1.07 1.48 -2.56
H -2.88 1.36 1.24
O 4.65 3.23 0.57
S 4.73 3.53 -0.84
O 4.58 2.50 -1.83
C 3.59 4.87 -1.20
C 4.42 6.13 -0.97
C 5.79 5.86 -1.60
C 6.23 4.46 -1.14
H 2.72 4.79 -0.55
H 3.29 4.77 -2.24
H 3.94 7.00 -1.41
H 4.53 6.31 0.10
H 5.70 5.87 -2.69
H 6.52 6.61 -1.32
H 6.82 3.95 -1.89
H 6.79 4.50 -0.20
O -3.31 -6.08 -0.07
S -2.40 -5.14 0.53
O -2.81 -3.80 0.87
C -1.65 -5.90 1.96
C -0.41 -6.60 1.41
C 0.22 -5.62 0.42
C -0.91 -5.07 -0.46
H -2.36 -6.57 2.43
H -1.37 -5.10 2.65
H 0.28 -6.88 2.21
H -0.70 -7.52 0.89
H 0.69 -4.80 0.97
H 1.00 -6.09 -0.18
H -0.73 -4.04 -0.76
H -1.07 -5.69 -1.34
```

Computed properties:
Orbital gap ... 9.85 eV
SMILES ... CCC(=O)OCC[C@]1(N)[C@H](S)OC(=O)[C@H]1C(F)(F)F.O=S1(=O)CCCC1.O=S1(=O)CCCC1
LUMO ... 0.13 eV
Charge ... 0
Largest force on an atom ... 1.52 eV/A
E_HOMO ... -9.72 eV
Energy ... -77680.3530 eV



Entry 3:
The following is a DFT calculation (ωB97M-V/def2-TZVPD) of a molecular structure, C18H30IrN3OSTe.

XYZ file:
```
55
C18H30IrN3OSTe ωB97M-V/def2-TZVPD
Ir -0.63 -0.15 -0.08
C -0.77 0.08 -3.10
N -1.25 -0.83 -2.02
C -0.74 -2.20 -2.29
C -2.75 -0.82 -2.02
C -3.31 -1.54 -0.81
N -2.74 -1.00 0.45
C -2.67 -2.08 1.46
C -3.61 0.08 0.98
H -1.09 -0.30 -4.07
H 0.31 0.13 -3.07
H -1.19 1.07 -2.96
H -1.16 -2.57 -3.23
H -1.02 -2.88 -1.49
H 0.34 -2.16 -2.38
H -3.10 -1.30 -2.94
H -3.07 0.22 -2.04
H -3.11 -2.61 -0.86
H -4.40 -1.42 -0.80
H -3.65 -2.54 1.59
H -2.36 -1.67 2.42
H -1.97 -2.85 1.14
H -4.56 -0.34 1.33
H -3.82 0.81 0.20
H -3.12 0.58 1.82
O 0.22 -0.87 1.88
C -0.01 0.01 3.03
C 1.11 1.02 3.10
C 1.36 1.73 1.76
C 0.20 2.54 1.26
C 0.03 3.86 1.64
C -1.01 4.61 1.12
C -1.87 4.02 0.21
C -1.68 2.70 -0.12
N -0.67 1.96 0.40
H 0.06 -1.79 2.12
H -0.05 -0.61 3.93
H -0.99 0.48 2.89
H 2.03 0.54 3.42
H 0.85 1.75 3.87
H 1.63 1.00 1.00
H 2.22 2.39 1.87
H 0.73 4.30 2.34
H -1.14 5.65 1.41
H -2.69 4.57 -0.24
H -2.34 2.20 -0.81
Te 3.32 -1.61 -0.40
C 5.15 -1.64 -1.24
C 6.36 -1.88 -0.54
C 7.45 -1.89 -1.38
C 7.10 -1.65 -2.71
S 5.43 -1.43 -2.94
H 6.41 -2.05 0.53
H 8.47 -2.05 -1.07
H 7.77 -1.61 -3.56
```

Computed properties:
Orbital gap (alpha / beta) ... 8.65 / 6.40 eV
LUMO (alpha / beta) ... -8.42 / -11.62 eV
Expectation value of S² ... 8.78
Charge ... +3
Largest force on an atom ... 0.59 eV/A
2S+1 ... 6
ΔE to the lowest compared entry with this formula, charge and spin ... 0.0 kJ/mol
E_HOMO (alpha / beta) ... -17.07 / -18.01 eV
Energy ... -46607.8750 eV